Record 1
2 unconnected molecules or ions with the total composition CH5IOSi. Source: OMol25; level of theory: wB97M-V/def2-TZVPD.

Output
- total energy (eV) = -19140.101
- energy relative to the best compared isomer or geometry (same formula, charge and spin) (eV) = 5.882
- maximum force (eV/Å) = 1.51
- charge = 0

Structure (XYZ):
```
9
Properties=species:S:1:pos:R:3:nbo_charge:R:1
C -1.818 -1.989 -0.965 -0.32
O -1.056 -0.883 -0.746 -0.28
Si 1.833 2.256 0.952 0.52
I 3.804 1.284 1.902 -0.21
H -1.472 -2.456 -1.898 0.17
H -2.810 -1.574 -1.052 0.23
H -1.726 -2.581 -0.052 0.20
H 2.115 3.017 -0.280 -0.16
H 1.130 2.926 2.139 -0.15
```

Record 2
A molecular structure, CH5ISSi. Source: OMol25; level of theory: wB97M-V/def2-TZVPD.

Output
- total energy (eV) = -27926.795
- energy relative to the best compared isomer or geometry (same formula, charge and spin) (eV) = 0.659
- 2S+1 = 3
- maximum force (eV/Å) = 5.93
- charge = 0

Structure (XYZ):
```
9
Properties=species:S:1:pos:R:3:lowdin_spin:R:1
C 0.192 -0.510 -0.775 0.63
Si 1.063 0.606 0.640 0.07
S -1.748 -1.516 0.216 0.93
I -3.158 0.307 0.114 0.28
H -0.482 -0.149 -1.497 0.03
H 0.724 -1.404 -1.086 0.03
H -0.281 0.831 1.325 0.01
H 1.582 1.702 -0.338 0.02
H 2.109 0.132 1.402 0.00
```

Record 3
A molecular structure, CH5KN. Source: OMol25; level of theory: wB97M-V/def2-TZVPD.

Output
- total energy (eV) = -18927.887
- energy relative to the best compared isomer or geometry (same formula, charge and spin) (eV) = 0.000
- maximum force (eV/Å) = 0.71
- charge = +1

Structure (XYZ):
```
8
Properties=species:S:1:pos:R:3:nbo_charge:R:1
N -1.346 -0.587 0.969 -0.90
C -2.623 -0.480 1.683 -0.42
H -1.322 0.076 0.186 0.37
H -0.571 -0.325 1.588 0.37
H -3.433 -0.761 0.989 0.19
H -2.837 0.525 2.085 0.20
H -2.613 -1.199 2.520 0.19
K -0.896 -3.809 -0.194 0.99
```

Record 4
CH5N in the gas phase. Source: OMol25; level of theory: wB97M-V/def2-TZVPD.

Output
- total energy (eV) = -2607.220
- energy relative to the best compared isomer or geometry (same formula, charge and spin) (eV) = 0.682
- maximum force (eV/Å) = 3.60
- SMILES = CN
- charge = 0

Structure (XYZ):
```
7
Properties=species:S:1:pos:R:3:nbo_charge:R:1
C 0.449 -0.344 0.155 -0.41
N -0.875 0.289 -0.101 -0.86
H 1.228 0.177 -0.635 0.16
H 0.627 -1.361 -0.119 0.19
H 0.696 -0.363 1.225 0.20
H -1.116 0.963 0.578 0.36
H -1.009 0.639 -1.102 0.37
```

Record 5
CH5N in the gas phase. Source: OMol25; level of theory: wB97M-V/def2-TZVPD.

Output
- total energy (eV) = -2606.434
- energy relative to the best compared isomer or geometry (same formula, charge and spin) (eV) = 1.468
- maximum force (eV/Å) = 6.09
- SMILES = CN
- charge = 0

Structure (XYZ):
```
7
Properties=species:S:1:pos:R:3:nbo_charge:R:1
C 0.266 -0.045 0.636 -0.41
N -0.374 -0.047 -0.611 -0.85
H -0.207 -0.786 1.419 0.18
H 1.375 -0.316 0.174 0.19
H 0.294 0.947 1.158 0.18
H -0.840 0.921 -0.796 0.36
H 0.402 -0.166 -1.490 0.35
```

Record 6
A gas-phase ion, CH5N2 (charge +1). Source: OMol25; level of theory: wB97M-V/def2-TZVPD.

Output
- total energy (eV) = -4091.874
- energy relative to the best compared isomer or geometry (same formula, charge and spin) (eV) = 0.113
- maximum force (eV/Å) = 0.68
- SMILES = NC=[NH2+]
- charge = +1

Structure (XYZ):
```
8
Properties=species:S:1:pos:R:3:nbo_charge:R:1
N 0.597 1.009 -0.064 -0.70
C -0.059 0.004 0.465 0.41
N -0.478 -1.019 -0.230 -0.69
H 0.840 0.999 -1.044 0.42
H 0.628 1.944 0.324 0.45
H -0.279 -0.019 1.526 0.24
H -0.756 -1.855 0.259 0.44
H -0.492 -1.063 -1.236 0.43
```

Record 7
2 unconnected molecules or ions with the total composition CH5N2. Source: OMol25; level of theory: wB97M-V/def2-TZVPD.

Output
- total energy (eV) = -4090.524
- energy relative to the best compared isomer or geometry (same formula, charge and spin) (eV) = 1.464
- maximum force (eV/Å) = 5.96
- charge = +1

Structure (XYZ):
```
8
Properties=species:S:1:pos:R:3:nbo_charge:R:1
C 2.056 0.730 -0.229 0.21
N 1.384 -0.028 0.282 -0.44
N -1.208 -0.395 0.136 -0.87
H 2.810 1.342 -0.627 0.26
H -0.405 -0.306 0.747 0.48
H -2.157 -0.853 0.571 0.47
H -1.544 0.468 -0.294 0.45
H -0.934 -0.958 -0.587 0.43
```

Record 8
2 unconnected molecules or ions with the total composition CH5N2O. Source: OMol25; level of theory: wB97M-V/def2-TZVPD.

Output
- total energy (eV) = -6140.794
- energy relative to the best compared isomer or geometry (same formula, charge and spin) (eV) = 0.063
- 2S+1 = 3
- maximum force (eV/Å) = 4.63
- charge = -1

Structure (XYZ):
```
9
Properties=species:S:1:pos:R:3:lowdin_spin:R:1
C 0.508 -0.993 0.193 0.08
N 0.540 1.108 -0.421 0.78
N 0.799 0.345 0.621 0.65
O -1.385 2.438 -0.665 0.44
H 0.685 -1.779 1.077 0.00
H -0.618 -1.050 -0.012 0.02
H 1.124 -1.357 -0.604 0.02
H -1.519 2.869 -1.531 0.00
H 0.589 2.114 -0.047 0.02
```

Record 9
2 unconnected molecules or ions with the total composition CH5N2O2. Source: OMol25; level of theory: wB97M-V/def2-TZVPD.

Output
- total energy (eV) = -8188.296
- energy relative to the best compared isomer or geometry (same formula, charge and spin) (eV) = 7.325
- maximum force (eV/Å) = 3.67
- charge = -1

Structure (XYZ):
```
10
Properties=species:S:1:pos:R:3:nbo_charge:R:1
C -1.288 0.308 0.256 -0.48
N 2.248 -0.148 -0.153 -0.51
N -0.243 -0.579 0.802 -0.05
O 0.160 -1.529 -0.070 -0.62
O 1.469 0.723 0.578 -0.53
H -1.710 0.831 1.095 0.18
H -0.756 0.994 -0.658 0.18
H -2.183 -0.225 -0.204 0.16
H 1.695 -0.533 -0.885 0.34
H 2.591 -0.789 0.528 0.32
```

Record 10
A molecular structure, CH5N2O2PS. Source: OMol25; level of theory: wB97M-V/def2-TZVPD.

Output
- total energy (eV) = -28315.704
- energy relative to the best compared isomer or geometry (same formula, charge and spin) (eV) = 1.174
- maximum force (eV/Å) = 3.58
- charge = 0

Structure (XYZ):
```
12
Properties=species:S:1:pos:R:3:nbo_charge:R:1
C 1.288 -1.170 0.542 -0.13
N 1.037 -0.775 -0.809 -0.53
N 1.193 0.246 0.166 -0.37
O -1.204 0.789 -1.477 -0.97
O -1.440 2.214 0.510 -0.98
P -1.069 0.732 0.118 1.75
S -2.284 -0.515 0.974 -0.58
H 0.584 -1.850 1.047 0.22
H 2.372 -1.469 0.805 0.18
H 1.883 -0.872 -1.406 0.35
H -0.298 0.489 -1.769 0.52
H -2.062 2.181 1.299 0.53
```